No. 1
15
Properties=species:S:1:pos:R:3 method="wB97M-V/def2-TZVPD" total_charge=0 gap_ev=3.86 de_lowest_kcal_mol=260.3 fmax_ha_per_bohr=0.068 multiplicity=1
O -1.355 0.016 1.573
O -2.363 -0.284 -0.798
O -0.066 0.968 -1.287
O 1.507 0.194 1.310
O 2.151 -0.416 -0.876
H -1.890 -0.034 0.713
H -3.257 -0.115 -1.024
H 0.741 0.419 -1.214
H 1.993 0.914 1.777
H -0.430 0.110 1.376
H -0.111 -2.410 0.955
H -0.870 0.457 -1.221
H -0.217 -2.490 0.157
H 1.921 -0.057 0.330
H 3.129 -0.616 -1.218

***

No. 2
15
Properties=species:S:1:pos:R:3 method="wB97M-V/def2-TZVPD" total_charge=0 smiles=O.O.O.O.O gap_ev=11.92 de_lowest_kcal_mol=41.6 fmax_ha_per_bohr=0.030 multiplicity=1
O -1.777 -0.837 1.975
O 6.231 -0.572 2.509
O -3.333 3.755 1.941
O -2.859 3.131 -2.560
O 2.067 -5.158 -4.585
H -1.620 -0.678 2.916
H 7.161 -0.262 2.614
H -4.137 3.342 2.270
H -3.412 2.523 -2.029
H 2.173 -4.631 -3.775
H -2.479 -1.432 1.678
H 5.701 -0.306 3.279
H -2.936 3.253 1.232
H -2.019 2.627 -2.539
H 1.240 -4.754 -4.925

***

No. 3
15
Properties=species:S:1:pos:R:3 method="wB97M-V/def2-TZVPD" total_charge=0 smiles=O.O.O.O.O gap_ev=12.06 de_lowest_kcal_mol=16.3 fmax_ha_per_bohr=0.021 multiplicity=1
O -0.545 -0.100 -1.312
O 1.016 0.922 0.740
O 1.251 -1.700 1.440
O 0.832 -2.510 -1.131
O -2.639 3.463 0.336
H -0.350 0.501 -2.052
H 1.321 1.372 1.525
H 2.112 -2.129 1.373
H 0.252 -1.727 -1.260
H -3.303 3.269 0.997
H -0.350 0.467 -0.557
H 1.203 -0.038 0.892
H 0.724 -2.037 0.681
H 1.207 -2.899 -1.934
H -1.981 2.763 0.382

***

No. 4
15
Properties=species:S:1:pos:R:3 method="wB97M-V/def2-TZVPD" total_charge=0 smiles=O.O.O.O.O gap_ev=9.87 de_lowest_kcal_mol=20.7 fmax_ha_per_bohr=0.021 multiplicity=1
O -0.586 1.114 -1.941
H -1.420 0.953 -2.382
H 0.077 0.883 -2.590
O 2.895 -0.160 0.102
H 3.515 0.076 0.792
H 3.184 0.340 -0.661
O -1.865 -2.024 0.388
H -1.112 -1.445 0.270
H -2.467 -1.526 0.941
O 0.243 -0.485 0.155
H 0.128 0.224 -0.477
H 1.191 -0.599 0.219
O -1.575 0.659 1.790
H -1.437 1.564 2.068
H -0.771 0.424 1.326

***

No. 5
15
Properties=species:S:1:pos:R:3 method="wB97M-V/def2-TZVPD" total_charge=0 gap_ev=9.28 de_lowest_kcal_mol=136.5 fmax_ha_per_bohr=0.205 multiplicity=1
O 0.318 0.577 -0.784
H 0.137 -0.022 -0.059
H 0.536 0.005 -1.519
O -0.192 -0.413 1.146
H 0.597 -0.951 1.219
H -0.833 -0.852 1.705
O -2.043 0.282 0.059
H -2.338 1.174 0.244
H -1.246 0.180 0.578
O 1.918 -1.487 -2.066
H 2.006 -0.739 -2.656
H 2.348 -2.208 -2.527
O -0.744 1.632 1.435
H -0.426 0.735 1.333
H -0.038 2.087 1.893

***

No. 6
15
Properties=species:S:1:pos:R:3 method="wB97M-V/def2-TZVPD" total_charge=0 smiles=O.O.O.O.O gap_ev=11.33 de_lowest_kcal_mol=20.7 fmax_ha_per_bohr=0.008 multiplicity=1
O 0.344 -3.427 -0.326
H 0.423 -4.351 -0.070
H 0.561 -3.411 -1.264
O 0.536 -0.064 0.026
H 0.804 -0.987 0.086
H -0.366 -0.057 0.387
O -2.251 -0.692 0.285
H -2.776 -0.064 -0.222
H -2.647 -1.551 0.113
O 0.051 2.735 2.327
H 0.285 1.940 1.835
H 0.188 3.454 1.702
O 1.354 2.438 -1.705
H 1.257 1.687 -1.103
H 2.238 2.350 -2.070

***

No. 7
15
Properties=species:S:1:pos:R:3 method="wB97M-V/def2-TZVPD" total_charge=0 smiles=O.O.O.O.O gap_ev=11.80 de_lowest_kcal_mol=24.7 fmax_ha_per_bohr=0.118 multiplicity=1
H 0.582 0.521 0.086
H 1.447 1.650 -0.305
H -0.028 -1.432 -0.165
H 0.807 -1.435 1.010
H -1.834 1.562 0.120
H -1.673 1.149 1.691
H 3.339 0.139 -1.767
H 2.147 -0.431 -0.760
H -2.269 -0.368 0.280
H -2.803 -1.598 -0.728
O 0.540 1.407 0.075
O 0.893 -1.409 0.102
O -2.307 1.137 0.934
O 2.966 0.166 -0.889
O -2.057 -1.271 -0.155

***

No. 8
15
Properties=species:S:1:pos:R:3 method="wB97M-V/def2-TZVPD" total_charge=0 smiles=O.O.O.O.O gap_ev=10.29 de_lowest_kcal_mol=29.1 fmax_ha_per_bohr=0.039 multiplicity=1
O 1.358 -2.240 -0.080
H 1.034 -2.690 0.692
H 0.527 -1.809 -0.329
O -0.788 1.694 -1.361
H -0.440 1.916 -2.210
H -1.506 2.265 -1.205
O -0.922 -1.239 2.327
H -0.733 -2.048 2.809
H -0.069 -0.816 2.318
O -0.835 -0.945 -0.405
H -1.122 -0.947 0.531
H -0.801 -0.049 -0.688
O 1.670 2.083 -0.560
H 1.900 2.807 -1.096
H 0.726 2.018 -0.743

***

No. 9
15
Properties=species:S:1:pos:R:3 method="wB97M-V/def2-TZVPD" total_charge=+1 gap_ev="12.82 / 5.88" de_lowest_kcal_mol=0.0 fmax_ha_per_bohr=0.027 multiplicity=2
O -1.634 -1.909 1.008
O -0.943 0.481 -0.081
O 0.569 2.789 -0.678
O 1.525 0.300 -1.037
O 0.937 -1.720 0.552
H -2.305 -1.856 0.319
H -0.771 0.506 0.873
H 0.425 3.482 -1.321
H 1.013 0.326 -1.870
H 1.192 -1.546 1.482
H -2.017 -2.292 1.801
H -0.491 1.281 -0.439
H 1.435 2.360 -0.741
H 1.112 -0.374 -0.406
H -0.046 -1.827 0.538

***

No. 10
16
Properties=species:S:1:pos:R:3 method="wB97M-V/def2-TZVPD" total_charge=+1 gap_ev=12.39 de_lowest_kcal_mol=21.9 fmax_ha_per_bohr=0.066 multiplicity=1
O 2.829 1.189 0.988
H 2.384 1.580 1.823
H 3.015 2.066 0.515
O -0.978 -0.458 0.079
H -1.473 -0.072 -0.626
H -1.507 -1.242 0.520
O -2.563 -2.450 1.510
H -3.281 -2.831 1.005
H -3.048 -2.003 2.203
O -0.027 1.786 -1.706
H 0.677 2.323 -2.140
H -0.838 2.110 -2.137
O 1.396 -0.727 -0.524
H 1.875 -0.168 0.070
H 0.135 -0.757 -0.183
H 1.405 -0.346 -1.397

***

No. 11
17
Properties=species:S:1:pos:R:3 method="wB97M-V/def2-TZVPD" total_charge=-1 gap_ev=7.74 de_lowest_kcal_mol=15.0 fmax_ha_per_bohr=0.015 multiplicity=1
S -0.674 1.079 -1.676
H -0.518 1.839 -0.579
H -1.553 0.021 0.571
H -1.145 -1.355 1.071
O -1.418 -0.483 1.392
H 1.283 0.895 1.701
H 1.204 0.799 0.142
O 1.800 0.762 0.904
H 0.207 4.012 1.011
H 1.322 2.985 0.924
O 1.167 3.936 1.007
H 1.251 -1.859 -2.069
H -0.097 -1.108 -1.966
O 0.319 -1.983 -1.882
H -1.815 -3.328 -0.209
H -0.398 -2.902 -0.526
O -0.936 -3.309 0.185

***

No. 12
17
Properties=species:S:1:pos:R:3 method="wB97M-V/def2-TZVPD" total_charge=-1 gap_ev=8.61 de_lowest_kcal_mol=22.2 fmax_ha_per_bohr=0.023 multiplicity=1
O -0.626 0.297 0.953
H -1.184 0.431 1.735
O -0.883 1.406 -1.494
H -1.733 1.841 -1.360
H -0.815 0.751 -0.763
O -1.858 -1.761 -0.130
H -1.605 -1.388 -0.970
H -1.325 -1.080 0.425
O 1.791 1.816 1.785
H 1.413 2.510 1.228
H 1.055 1.213 1.981
O 0.992 -2.866 2.316
H 0.076 -2.724 2.037
H 1.450 -2.445 1.594
O 1.272 0.319 -3.123
H 1.307 1.028 -3.767
H 0.671 0.648 -2.446

***

No. 13
24
Properties=species:S:1:pos:R:3 method="wB97M-V/def2-TZVPD" total_charge=0 gap_ev=5.70 de_lowest_kcal_mol=0.0 fmax_ha_per_bohr=0.035 multiplicity=1
Mg 0.225 -0.171 -0.534
S -0.935 1.965 1.536
O -0.955 2.845 0.337
O 0.120 2.331 2.489
O -2.244 1.756 2.131
O -0.488 0.607 0.947
O -1.161 0.877 -1.741
H -1.103 1.847 -1.727
H -1.739 0.641 -2.472
O -1.411 -2.111 2.450
H -0.892 -1.464 1.950
H -1.006 -2.968 2.288
O -0.947 -1.803 -0.635
H -1.887 -1.582 -0.573
H -0.866 -2.682 -0.254
O 1.567 -1.045 0.685
H 1.300 -0.736 1.572
H 2.470 -1.362 0.761
O 1.293 -0.801 -2.165
H 1.703 -0.140 -2.732
H 1.812 -1.602 -2.281
O 1.496 1.545 -0.666
H 1.541 2.195 -1.373
H 2.107 1.858 0.009

***

No. 14
19
Properties=species:S:1:pos:R:3 method="wB97M-V/def2-TZVPD" total_charge=+2 gap_ev="13.19 / 12.42" de_lowest_kcal_mol=10.8 fmax_ha_per_bohr=0.054 multiplicity=3
Ni 0.022 0.051 -0.034
O -0.307 0.848 -1.880
H -1.030 1.502 -2.031
H -0.028 0.499 -2.705
O -1.972 -0.394 0.166
H -2.450 -1.177 0.422
H -2.459 0.297 0.609
O 0.517 -1.621 -1.172
H 0.881 -2.451 -0.831
H 0.111 -1.875 -2.018
O -0.341 1.803 0.968
H -0.798 2.549 0.631
H -0.654 1.704 1.872
O 0.362 -0.941 1.732
H 1.083 -0.977 2.314
H -0.020 -1.767 1.987
O 1.941 0.610 -0.003
H 2.645 0.086 -0.389
H 2.503 1.250 0.368

***

No. 15
19
Properties=species:S:1:pos:R:3 method="wB97M-V/def2-TZVPD" total_charge=0 smiles=SS.O.O.O.O.O gap_ev=8.95 de_lowest_kcal_mol=18.7 fmax_ha_per_bohr=0.027 multiplicity=1
S -1.696 -1.950 2.869
S -3.222 -1.421 1.527
H -2.394 -1.757 4.032
H -2.291 -1.099 0.662
H -0.384 1.091 3.272
H 0.416 2.271 3.549
O 0.541 1.309 3.487
H 2.013 0.640 0.666
H 2.026 0.848 2.135
O 2.603 0.941 1.369
H 0.162 -0.882 -1.097
H 0.920 -1.682 -0.025
O 0.664 -0.790 -0.282
H 0.230 2.111 -2.827
H 1.319 1.690 -3.833
O 0.376 1.641 -3.652
H -0.332 -0.321 -3.531
H -0.416 -1.385 -4.633
O -0.535 -1.254 -3.688

***

No. 16
19
Properties=species:S:1:pos:R:3 method="wB97M-V/def2-TZVPD" total_charge=0 smiles=SS.O.O.O.O.O gap_ev=8.92 de_lowest_kcal_mol=49.5 fmax_ha_per_bohr=0.111 multiplicity=1
S -0.756 0.538 -3.734
S -1.223 -1.106 -2.939
H 0.466 1.142 -3.578
H -1.165 -0.798 -1.618
H -3.188 0.444 1.938
H -2.256 1.671 1.886
O -2.402 0.775 2.365
H 5.133 -4.766 1.416
H 5.438 -3.457 0.837
O 4.820 -3.804 1.412
H -1.857 2.419 -0.417
H -3.128 3.219 -0.009
O -2.627 2.413 0.226
H -0.078 0.042 1.464
H -1.381 0.432 0.822
O -0.510 0.030 0.603
H 0.839 0.531 -0.077
H 1.998 -0.287 -0.413
O 1.878 0.563 -0.184